{
  "formula": "C10H13N5O2",
  "method": "ωB97M-V/def2-TZVPD",
  "symbols": ["C", "C", "C", "C", "N", "N", "N", "C", "N", "C", "O", "C", "C", "C", "C", "O", "N", "H", "H", "H", "H", "H", "H", "H", "H", "H", "H", "H", "H", "H"],
  "coordinates": [[4.915725, -1.815069, -1.175478], [3.675557, -2.617737, -0.802876], [2.405715, -1.787857, -0.968313], [1.158052, -2.590945, -0.597788], [-0.013558, -1.779474, -0.725704], [-0.900105, -1.922677, -1.670359], [-1.792953, -1.007020, -1.505614], [-1.405700, -0.301469, -0.421930], [-2.136683, 0.757097, 0.037078], [-1.810776, 1.555396, 1.110170], [-0.822716, 1.414784, 1.789671], [-2.805462, 2.612144, 1.344192], [-2.827956, 3.587084, 2.309642], [-4.000932, 4.337244, 2.084680], [-4.606505, 3.769362, 1.003537], [-3.897592, 2.729315, 0.547985], [-0.278199, -0.776077, 0.087859], [4.863431, -1.490490, -2.212168], [5.811811, -2.417409, -1.049306], [5.001985, -0.933688, -0.544600], [3.756468, -2.950920, 0.233719], [3.613004, -3.506266, -1.435021], [2.320361, -1.451032, -2.003945], [2.453396, -0.906129, -0.326372], [1.227834, -2.931002, 0.438724], [1.026224, -3.446360, -1.263055], [-2.978871, 0.950336, -0.487350], [-2.091186, 3.730669, 3.072039], [-4.346512, 5.180178, 2.646437], [-5.513856, 4.008014, 0.484146]],
  "forces_ev_per_angstrom": [[-0.115, -0.213, 0.079], [-0.073, 0.271, -0.095], [0.037, -0.341, 0.124], [0.801, -0.122, -0.048], [-0.922, 0.386, -0.069], [0.332, -0.795, -0.506], [-0.579, 0.567, 0.039], [0.899, -0.885, -0.142], [-0.312, 0.200, -0.047], [-0.154, -0.127, -0.268], [-0.089, 0.138, 0.069], [0.294, 0.815, 1.070], [0.205, -0.750, -0.585], [-0.353, -0.157, -0.458], [-0.148, 0.658, 0.546], [0.131, -0.425, -0.323], [-0.036, 0.521, 0.511], [0.039, 0.064, -0.108], [0.136, 0.014, -0.016], [0.054, 0.117, 0.043], [-0.016, -0.100, 0.028], [-0.006, -0.093, 0.044], [-0.043, 0.059, -0.007], [-0.021, 0.043, -0.045], [-0.084, -0.034, -0.122], [-0.040, 0.074, 0.113], [0.086, 0.025, 0.105], [0.203, -0.034, 0.135], [-0.133, 0.177, 0.067], [-0.092, -0.055, -0.132]],
  "charge": 0,
  "de_lowest_ev": 1.993,
  "gap_ev": 9.66,
  "smiles": "CCCCn1nnc(NC(=O)c2ccco2)n1"
}